(1)
DFT (ωB97M-V with the def2-TZVPD basis set) results for a structure of composition C22H46GdN3OP2.

Geometry (Å):
Gd  -1.3938  -0.0229  0.3718
P  -0.2294  1.9699  1.9512
P  0.9245  -1.1232  -2.2844
N  -1.6605  1.5821  -1.0603
C  -1.2363  3.1563  0.8928
H  -2.2805  3.1384  1.2456
H  -0.8317  4.1611  1.0632
C  -1.2320  2.9223  -0.6385
H  -1.8847  3.7010  -1.0923
H  -0.2214  3.1452  -1.0297
C  -1.1643  1.2700  -2.4110
H  -0.3916  1.9875  -2.7430
H  -2.0026  1.4372  -3.1220
C  -0.6622  -0.1694  -2.7616
H  -0.5705  -0.1438  -3.8608
H  -1.4973  -0.8648  -2.5778
C  0.2045  -2.8474  -2.2537
C  -0.9271  -3.0025  -1.2221
H  -1.7690  -2.2985  -1.3501
H  -0.5410  -2.9307  -0.1913
H  -1.3653  -4.0054  -1.3320
C  2.1597  -1.0709  -3.6438
C  3.5573  -1.5855  -3.2671
H  4.2366  -1.4305  -4.1205
H  3.5531  -2.6627  -3.0663
H  3.9823  -1.0805  -2.3969
C  1.2681  2.7829  2.6456
C  1.8938  2.0134  3.8230
H  2.8590  2.4723  4.0797
H  2.0917  0.9665  3.5669
H  1.2698  2.0385  4.7252
C  -1.4325  1.6112  3.3470
C  -1.0634  0.3287  4.1173
H  -1.9649  -0.0985  4.5810
H  -0.3341  0.5273  4.9161
H  -0.6378  -0.4647  3.4802
C  1.9019  -1.1534  -0.6841
C  1.6721  -1.7417  -4.9408
H  0.6428  -1.4774  -5.2017
H  2.3155  -1.3979  -5.7615
H  1.7553  -2.8362  -4.8963
C  1.1247  4.2743  2.9545
H  2.0910  4.6626  3.3047
H  0.8480  4.8535  2.0692
H  0.3881  4.4687  3.7412
C  -1.6397  2.8159  4.2624
H  -2.5199  2.6478  4.8994
H  -0.7863  2.9868  4.9308
H  -1.8319  3.7392  3.7044
C  1.2817  -3.9097  -2.0516
H  1.8841  -3.7176  -1.1574
H  0.7942  -4.8807  -1.9019
H  1.9563  -4.0138  -2.9068
H  -0.2237  -2.9669  -3.2601
H  -2.3985  1.4213  2.8392
H  2.2474  0.0152  -3.8351
H  1.9801  2.6932  1.8033
O  0.9051  -0.8683  0.2447
H  2.8698  -0.5982  -0.6378
H  2.6422  -2.0274  -0.6308
C  -6.9958  -1.5438  0.5171
C  -5.5655  -1.6876  0.8208
C  -4.9036  -2.5692  1.6722
C  -3.5509  -2.2479  1.6323
N  -3.3723  -1.1839  0.7885
N  -4.6265  -0.8820  0.3019
C  -2.4419  -2.8817  2.3697
H  -7.4393  -2.5255  0.2964
H  -7.5426  -1.1320  1.3814
H  -7.1728  -0.8844  -0.3447
H  -5.3551  -3.3549  2.2564
H  -4.7771  -0.1387  -0.3661
H  -2.2654  -2.4002  3.3478
H  -2.6884  -3.9376  2.5766
H  -1.4862  -2.8857  1.8170

The value obtained for the largest force on an atom is 3.4 eV/A. As for the spin multiplicity: 8. The expectation value of S² is 16.075. Its net charge is +2. As for the energy above the lowest of the compared OMol25 structures with the same formula, charge and spin: 0.0852 eV.

---

(2)
DFT (ωB97M-V with the def2-TZVPD basis set) results for a cluster of 3 separate species, C22H46N5O in total.

Geometry (Å):
C  0.3471  0.7138  -2.0090
C  -0.2689  -0.2127  -1.0093
O  0.2611  -1.2488  -0.6891
N  -1.4944  0.1810  -0.4907
C  -1.9782  -0.6843  0.5875
C  -1.2306  -0.4316  1.9225
C  -0.6070  -1.6985  2.5099
C  0.6342  -1.3638  3.3511
C  0.4310  -0.2636  4.3435
C  -0.7358  -0.1968  5.1356
C  -0.8611  0.8098  6.0586
C  0.1737  1.7369  6.1524
N  1.2185  1.5862  5.3538
N  1.4024  0.6270  4.4616
H  0.3794  0.2582  -2.9925
H  1.3596  0.9452  -1.6965
H  -0.2684  1.6090  -2.0741
H  -1.4430  1.1493  -0.1957
H  -3.0316  -0.4496  0.7137
H  -1.9024  -1.7204  0.2897
H  -0.4608  0.3124  1.7272
H  -1.9488  -0.0135  2.6263
H  -0.2796  -2.3609  1.7184
H  -1.3286  -2.2094  3.1435
H  1.4516  -1.0641  2.7004
H  1.0056  -2.2240  3.9103
H  -1.5138  -0.9320  5.0161
H  -1.7302  0.9034  6.6875
H  0.1696  2.5622  6.8430
H  1.9698  2.2651  5.4147
C  -2.4523  -4.8175  -5.4518
C  -1.4115  -4.5464  -4.3759
N  -1.9792  -4.4370  -3.0450
C  -1.0502  -3.9014  -2.0660
C  0.1993  -4.7194  -1.7219
C  -2.7833  -5.5660  -2.6107
C  -2.1272  -6.9532  -2.5835
H  -3.2434  -4.0671  -5.4255
H  -1.9822  -4.7816  -6.4351
H  -2.9066  -5.8031  -5.3461
H  -0.9238  -3.5952  -4.6067
H  -0.6286  -5.3185  -4.4389
H  -1.6027  -3.6975  -1.1428
H  -0.7228  -2.9228  -2.4265
H  -0.0333  -5.5798  -1.0952
H  0.8978  -4.0921  -1.1636
H  0.7178  -5.0716  -2.6136
H  -3.6630  -5.6204  -3.2566
H  -3.1814  -5.3369  -1.6185
H  -1.5500  -7.1522  -3.4871
H  -2.9002  -7.7212  -2.5162
H  -1.4723  -7.0832  -1.7233
C  0.8638  3.2977  1.0748
C  1.1472  4.1706  -0.1395
N  1.3672  5.5611  0.1918
C  1.3488  6.4391  -0.9691
C  2.4443  6.2630  -2.0264
C  2.4129  5.8166  1.1669
C  3.8292  5.3131  0.8568
H  0.0219  3.6899  1.6508
H  0.6120  2.2855  0.7462
H  1.7299  3.2155  1.7345
H  0.2776  4.1116  -0.7999
H  1.9909  3.7332  -0.6969
H  1.3583  7.4724  -0.6147
H  0.3777  6.3105  -1.4568
H  3.4045  6.6512  -1.6907
H  2.1732  6.8176  -2.9260
H  2.5753  5.2198  -2.3160
H  2.0988  5.3803  2.1207
H  2.4455  6.8920  1.3530
H  3.8301  4.2900  0.4775
H  4.4289  5.3226  1.7694
H  4.3407  5.9452  0.1342

The value obtained for the largest force on an atom is 0.9 eV/A. As for the spin multiplicity: 1. Its net charge is +1. As for the energy above the lowest of the compared OMol25 structures with the same formula, charge and spin: 0.0000 eV.

---

(3)
DFT (ωB97M-V with the def2-TZVPD basis set) results for a cluster of 9 separate species, C22H46N9O21P in total.

Geometry (Å):
C  -3.0335  1.7228  2.4416
C  -2.9554  0.1279  2.1560
C  -1.9790  -0.8400  3.0017
C  -3.7827  -0.3494  1.0784
C  -3.5612  0.1439  -0.4592
C  -3.5738  -1.1905  -1.3472
C  -2.4724  -1.2388  -2.5225
C  -2.5337  -2.7290  -3.2045
C  -0.9935  -0.7863  -2.0948
C  -0.4988  -1.3101  -0.6612
C  0.7286  -0.3407  -0.2413
C  2.1125  -0.6310  -0.1030
P  2.9750  -2.2806  -0.3493
N  4.1408  -2.4115  0.7582
O  3.7540  -2.3697  -1.8709
O  1.9571  -3.6265  -0.1700
C  2.8591  0.7434  0.2856
O  3.9616  0.9436  0.8138
O  1.9117  1.7274  -0.2003
C  0.5936  1.2426  0.0895
O  -0.4211  1.8442  0.4587
H  -2.1601  1.9669  3.1304
H  -4.0600  1.9603  2.8694
H  -2.8853  2.2214  1.4096
H  -1.3417  -0.1753  3.6958
H  -1.2402  -1.4103  2.3419
H  -2.5354  -1.6105  3.6345
H  -4.6248  -1.1234  1.2311
H  -2.6085  0.7646  -0.5247
H  -4.4464  0.8384  -0.6818
H  -3.5730  -2.1295  -0.6710
H  -4.6056  -1.2175  -1.8694
H  -2.8211  -0.5088  -3.3501
H  -1.5419  -3.2849  -3.1143
H  -3.4029  -3.2844  -2.6841
H  -2.8446  -2.6092  -4.3058
H  -0.9290  0.3573  -2.1362
H  -0.2751  -1.2434  -2.8772
H  -0.1707  -2.4093  -0.6823
H  -1.2674  -1.2165  0.1784
H  4.0930  -1.5633  1.3433
H  4.0969  -1.4709  -2.0897
H  2.4532  -4.2233  0.4451
C  -2.8356  1.0305  -7.3032
N  -2.6356  0.4493  -5.9503
O  -2.2431  -0.7070  -5.8894
O  -2.8809  1.1792  -4.9942
H  -2.5824  0.2790  -8.0486
H  -3.8831  1.3182  -7.3853
H  -2.1798  1.8960  -7.3891
C  3.7947  3.8913  1.3680
N  4.0810  4.8479  2.4710
O  4.5961  4.3981  3.4825
O  3.7783  6.0139  2.2807
H  4.1128  2.8988  1.6729
H  2.7214  3.9125  1.1845
H  4.3523  4.2231  0.4930
C  7.2835  -3.6368  1.4739
N  7.9471  -4.6904  2.2855
O  8.4430  -4.3518  3.3503
O  7.9481  -5.8196  1.8281
H  7.3589  -2.6878  2.0010
H  7.7985  -3.5875  0.5154
H  6.2405  -3.9256  1.3483
C  -1.3088  3.2340  -2.7415
N  -2.3949  4.2283  -2.5477
O  -2.9103  4.2856  -1.4425
O  -2.6920  4.9148  -3.5094
H  -1.1527  2.6979  -1.8069
H  -1.6253  2.5509  -3.5301
H  -0.4100  3.7795  -3.0275
C  -8.3503  -2.5066  -2.5345
N  -7.0220  -2.1294  -3.0840
O  -6.8818  -0.9826  -3.4750
O  -6.1663  -2.9986  -3.1032
H  -9.0073  -1.6402  -2.5796
H  -8.7401  -3.3190  -3.1465
H  -8.2009  -2.8246  -1.5035
C  -5.3328  5.4508  0.1532
N  -6.6688  4.8067  0.2526
O  -6.7576  3.6418  -0.0998
O  -7.5819  5.4935  0.6810
H  -4.6219  4.7272  -0.2409
H  -5.4279  6.3028  -0.5188
H  -5.0455  5.7674  1.1553
C  10.8040  -5.4480  4.7978
N  11.0128  -6.0263  6.1509
O  11.3875  -7.1861  6.2144
O  10.7929  -5.2952  7.1024
H  11.0360  -6.2063  4.0522
H  9.7602  -5.1447  4.7266
H  11.4721  -4.5931  4.6994
C  1.7795  3.1899  3.7952
N  0.4326  2.5811  3.9216
O  0.3115  1.4146  3.5804
O  -0.4549  3.2919  4.3575
H  2.4659  2.4453  3.3967
H  1.6937  4.0377  3.1174
H  2.0912  3.5078  4.7892

The value obtained for the largest force on an atom is 5.1 eV/A. As for the SMILES: CC(C)=CCC[C@H](C)CCC1=C(P(=N)(O)O)C(=O)OC1=O.C[N+](=O)[O-].C[N+](=O)[O-].C[N+](=O)[O-].C[N+](=O)[O-].C[N+](=O)[O-].C[N+](=O)[O-].C[N+](=O)[O-].C[N+](=O)[O-]. As for the spin multiplicity: 1. As for the electronic energy: -3279.10818 Eh. Its net charge is 0.

---

(4)
DFT (ωB97M-V with the def2-TZVPD basis set) results for a structure of composition C22H47Ca3NO12P2.

Geometry (Å):
Ca  23.5665  -16.0813  0.1303
Ca  23.3455  -21.5703  0.8570
Ca  21.9552  -22.1612  -3.8849
P  24.5859  -18.9826  -2.3900
O  23.1413  -19.2702  -1.9325
O  24.7486  -20.1145  -3.4202
O  25.1292  -19.0861  -0.9598
O  24.4811  -17.5469  -2.7160
P  22.1352  -25.4051  -0.9088
O  21.3845  -24.0941  -0.8916
O  21.6489  -25.4158  -2.3801
O  21.1761  -26.1986  -0.0415
O  23.4600  -24.7596  -0.4455
C  29.1598  -13.9374  2.8428
C  29.5161  -14.0115  1.3739
C  28.1692  -14.4486  0.7415
O  27.3616  -14.9185  1.7955
C  28.1536  -15.0932  2.9682
H  28.5268  -13.0765  3.0576
H  29.9909  -13.9260  3.5480
H  30.2014  -14.8285  1.1483
H  29.8493  -13.0534  0.9750
H  28.2839  -15.2475  0.0089
H  27.8219  -13.5881  0.1694
H  28.5660  -16.0989  3.0508
H  27.5131  -15.0345  3.8482
C  23.5215  -9.6323  -1.3645
C  24.4385  -9.6354  -0.1032
C  23.8268  -10.7129  0.8051
O  23.4897  -11.7129  -0.2367
C  23.0569  -11.1428  -1.5336
H  24.0708  -9.3187  -2.2522
H  22.6563  -8.9862  -1.2162
H  24.4860  -8.6363  0.3299
H  25.4791  -9.7666  -0.3998
H  23.0256  -10.3071  1.4227
H  24.6115  -10.9462  1.5247
H  21.9772  -11.2751  -1.6028
H  23.6599  -11.5650  -2.3375
C  17.0552  -14.8838  -1.0582
C  17.4700  -15.2667  -2.4872
C  18.7481  -15.9951  -2.1323
O  19.4009  -15.1582  -1.1813
C  18.3001  -14.7396  -0.2596
H  16.4286  -15.6728  -0.6423
H  16.3890  -14.0222  -1.0136
H  17.5555  -14.4478  -3.2016
H  16.6837  -15.8757  -2.9332
H  19.2667  -16.1284  -3.0818
H  18.5313  -16.9537  -1.6610
H  18.3802  -13.6751  -0.0394
H  18.1794  -15.3573  0.6303
C  21.5073  -12.0437  -7.8370
C  20.4970  -12.0593  -8.9831
C  21.2555  -12.9927  -10.0218
O  22.3797  -13.5279  -9.2321
C  22.0580  -13.4839  -7.8600
H  21.2162  -11.6845  -6.8500
H  22.3071  -11.3886  -8.1826
H  20.1995  -11.0983  -9.4028
H  19.6118  -12.6433  -8.7312
H  21.6057  -12.4044  -10.8700
H  20.7146  -13.8342  -10.4547
H  23.0247  -13.6962  -7.4032
H  21.3593  -14.3057  -7.7034
C  24.3705  -24.3476  -7.0876
C  22.9811  -24.2664  -7.7738
N  22.2151  -22.9804  -7.7572
C  20.8076  -23.0894  -8.2467
C  20.6308  -23.7280  -9.5927
C  22.9795  -21.8882  -8.4801
C  22.5670  -20.4300  -8.2081
H  24.5901  -25.3766  -6.8028
H  24.1867  -23.7470  -6.1968
H  25.1122  -23.9599  -7.7860
H  23.2076  -24.4055  -8.8309
H  22.4873  -25.1006  -7.2755
H  20.2689  -23.7429  -7.5605
H  20.3631  -22.0957  -8.3018
H  21.1743  -24.6568  -9.7657
H  19.5485  -23.8397  -9.6569
H  20.7811  -23.1303  -10.4917
H  22.9076  -22.0099  -9.5609
H  24.0578  -21.8278  -8.3330
H  21.4849  -20.3091  -8.1577
H  22.9851  -19.7744  -8.9721
H  22.9107  -20.0295  -7.2544

The value obtained for the largest force on an atom is 7.0 eV/A. As for the spin multiplicity: 1. Its net charge is 0. As for the energy above the lowest of the compared OMol25 structures with the same formula, charge and spin: 28.6109 eV.